{"formula": "C20H39HoINOP2", "method": "ωB97M-V with the def2-TZVPD basis set", "total_charge": 2, "molar_mass_g_mol": 663.32, "spin_multiplicity": 5, "e_homo_ev": [-13.69, -13.70], "s2": 6.01, "symbols": ["C", "H", "P", "C", "H", "C", "H", "H", "H", "H", "C", "Ho", "H", "H", "H", "C", "H", "H", "H", "H", "C", "H", "C", "H", "P", "H", "C", "N", "C", "H", "H", "C", "H", "H", "H", "H", "H", "O", "H", "H", "C", "H", "C", "C", "C", "H", "H", "C", "H", "C", "H", "H", "H", "H", "H", "C", "I", "H", "H", "C", "H", "H", "C", "H", "C"], "coordinates": [[-1.619616, 2.552597, 2.130429], [0.391031, -3.484211, 2.042572], [-1.403722, -2.211093, 1.003227], [-2.617076, -3.507747, 0.613976], [-1.529775, 2.675073, 4.298896], [2.762328, 1.376267, -1.627791], [0.830550, 3.549388, 0.300215], [-0.425491, -4.191164, -2.754764], [-0.951570, -1.395574, -5.556350], [-3.413513, -3.030631, 0.044386], [-0.423049, -3.789136, -1.731763], [0.509908, -1.217739, -0.781450], [-2.009293, -0.220617, 2.308794], [-0.125329, -2.139309, 3.077258], [2.452445, 2.333193, 1.673846], [2.620198, -1.248809, 0.522452], [-2.424602, 4.556846, 2.369157], [-1.091637, -2.635515, -4.244130], [0.472414, 3.112157, -1.388288], [1.646486, -0.653128, -5.432456], [-1.035833, 1.964928, 1.004769], [-3.250121, -0.674047, 1.155748], [-2.727002, 3.567312, 2.007089], [-1.259080, 1.173768, -4.056027], [0.157595, -0.681206, -3.479686], [0.203661, 1.124941, -5.117513], [-1.105674, 2.208973, 3.395425], [0.903168, 0.839696, -0.052357], [0.502276, 0.706893, 2.397738], [1.767331, -2.200708, -4.501632], [1.339706, -0.012236, 2.484580], [-1.115860, -1.558509, -4.478673], [3.402256, 0.975696, 1.048516], [-1.060645, -2.875052, -1.674705], [0.300207, 1.779974, -3.434992], [2.554215, -0.725176, -3.877441], [2.037525, 3.880513, -0.962416], [3.561954, -1.375550, 1.203573], [0.849168, 1.805915, 5.441374], [-0.362277, 0.504452, 5.571591], [2.950711, 1.930589, 0.784794], [-3.026419, -3.932963, 1.534680], [1.684010, -1.107995, -4.427145], [-2.532801, -1.073401, 1.877710], [1.969685, 1.811135, -0.383405], [3.316635, 0.431940, -1.484552], [-0.811118, -4.576414, -1.061093], [1.273891, 3.165126, -0.626486], [-1.128275, -3.616918, 2.972420], [-0.169862, 1.027823, -4.085050], [2.152248, 1.328118, -2.546611], [1.243185, 0.152818, 4.863986], [-2.204413, -4.305549, 0.002533], [-3.624670, 3.302154, 2.575997], [-2.080627, -1.133732, -4.155312], [-0.479691, -2.934216, 2.411237], [1.915472, -3.705959, -1.056339], [-3.070544, -1.596648, 2.675379], [3.531056, 2.138619, -1.831179], [0.444064, 0.909531, 4.932419], [-3.033914, 3.689714, 0.967074], [3.742606, 2.622581, 0.471300], [0.122095, 1.149005, 1.097615], [-1.415625, 2.198685, -0.001300], [-0.080954, 1.264534, 3.548152]], "forces_ev_per_a": [[0.234, -0.350, 0.421], [-0.059, -0.109, 0.193], [-0.961, -0.007, 1.712], [0.020, -0.159, -0.364], [0.210, -0.198, -0.498], [-0.118, 0.254, -0.141], [0.178, -0.078, -0.264], [0.447, 0.337, 0.367], [-0.103, -0.031, 0.471], [-0.179, -0.096, -0.004], [0.640, -1.483, -0.130], [0.484, 3.546, 1.708], [0.126, -0.090, -0.019], [-0.093, -0.097, -0.153], [0.195, -0.029, -0.188], [4.571, -0.595, 3.437], [0.136, -0.230, -0.026], [-0.140, 0.410, -0.336], [0.456, -0.113, 0.292], [-0.010, -0.267, 0.462], [0.452, -0.043, -0.399], [-0.053, -0.060, 0.112], [-0.279, 0.100, -0.149], [0.327, 0.120, -0.079], [0.019, 0.398, -2.357], [-0.222, -0.037, 0.419], [-0.044, -0.105, 0.017], [-0.488, -2.182, -1.021], [0.175, 0.292, -0.668], [0.062, 0.273, -0.073], [-0.396, 0.629, 0.089], [-0.089, -0.167, 0.643], [0.059, 0.200, -0.067], [0.865, -0.475, 0.084], [-0.180, -0.202, -0.334], [-0.058, -0.099, -0.326], [-0.303, 0.015, 0.052], [-4.224, 0.591, -3.049], [-0.187, -0.468, -0.293], [0.359, 0.198, -0.269], [0.042, 0.683, -0.172], [0.035, 0.136, -0.138], [0.104, -0.046, 0.463], [-0.067, 0.423, -0.223], [-0.561, 0.240, 0.263], [-0.219, 0.098, 0.007], [0.568, 0.646, -0.344], [0.564, 0.311, -0.291], [0.132, 0.162, -0.110], [-0.054, 0.138, 0.540], [0.097, -0.107, 0.414], [-0.281, 0.333, 0.083], [-0.237, -0.083, 0.267], [0.222, -0.133, -0.001], [0.168, -0.339, -0.375], [0.384, -0.018, -0.121], [-2.043, -1.449, -1.310], [0.103, -0.080, -0.209], [-0.200, -0.294, 0.069], [-0.143, -0.068, -0.004], [0.053, -0.021, 0.031], [-0.043, -0.133, 0.342], [-0.742, -0.014, 1.061], [0.255, 0.081, 0.494], [0.033, -0.061, -0.008]], "mulliken_charge": [0.90, 0.31, 1.14, -1.23, 0.42, -1.26, 0.39, 0.45, 0.41, 0.40, -1.06, 0.10, 0.15, 0.22, 0.36, 0.17, 0.33, 0.32, 0.17, 0.47, -0.81, 0.40, -1.61, 0.42, 1.09, 0.43, -0.62, 0.49, -0.12, 0.37, 0.25, -1.18, 0.15, 0.33, 0.20, 0.31, 0.51, -0.17, 0.42, 0.37, -1.41, 0.46, -1.30, -1.21, 1.16, 0.25, 0.41, -1.62, 0.46, -1.20, 0.13, 0.35, 0.38, 0.35, 0.40, -1.17, 0.16, 0.50, 0.51, -1.78, 0.40, 0.49, -0.07, 0.27, 0.67]}

***

{"formula": "C39H66Cl2CoGe2N2O6S3Si", "method": "ωB97M-V with the def2-TZVPD basis set", "total_charge": 0, "molar_mass_g_mol": 1058.31, "e_above_lowest_kj_mol": 23.4, "spin_multiplicity": 4, "e_homo_ev": [-7.80, -7.82], "s2": 3.77, "symbols": ["H", "S", "C", "C", "H", "C", "H", "O", "H", "C", "H", "H", "H", "C", "C", "H", "H", "H", "C", "H", "H", "H", "H", "C", "H", "C", "C", "H", "H", "C", "H", "H", "C", "H", "C", "H", "H", "H", "H", "C", "C", "H", "O", "H", "H", "C", "S", "H", "Cl", "H", "O", "C", "H", "C", "H", "H", "H", "H", "Co", "H", "H", "C", "C", "H", "H", "H", "H", "H", "H", "C", "H", "C", "C", "N", "H", "H", "H", "H", "O", "H", "H", "H", "H", "H", "C", "C", "H", "C", "C", "S", "Ge", "H", "H", "H", "O", "Si", "H", "Ge", "H", "C", "C", "C", "Cl", "C", "C", "O", "H", "H", "C", "H", "C", "H", "N", "H", "C", "C", "H", "H", "H", "C", "C", "C"], "coordinates": [[4.789774, 2.458788, -0.872320], [-2.180296, -0.826630, 4.052040], [-2.855742, 5.261107, -4.280006], [-0.523321, 2.533989, -3.005235], [7.146882, -2.015457, 3.220305], [6.201940, -1.487624, 1.348962], [-2.955964, 4.561388, -0.883715], [-0.940742, -1.204345, -0.606720], [4.910779, 3.399145, 2.361657], [3.855307, 1.944058, -0.623710], [5.060129, -2.442548, 5.212263], [2.648949, 3.018430, 3.347906], [4.409372, 0.307994, 5.299547], [2.829242, 2.067981, -1.759822], [-1.827958, 2.975510, 0.117955], [6.047851, 0.597743, 0.790487], [5.540176, 3.666645, 4.005358], [-2.121334, -0.183832, 6.342647], [3.076377, 2.435292, 4.172557], [2.057360, -3.190184, 6.284745], [5.173643, 1.838175, 5.784136], [2.774407, -0.423460, -3.603871], [6.028075, 0.725253, 4.704528], [-1.077643, 3.673867, -3.799910], [6.976553, -0.270309, 2.946608], [7.201082, -1.224847, 2.466202], [-3.110318, 3.774581, -0.146004], [1.142412, -2.854440, 3.487337], [-2.934512, 3.781528, -2.741488], [5.350015, 2.911283, 3.236270], [-3.267986, 0.369072, -0.974589], [5.513461, -0.537756, -0.464549], [-2.340057, 4.205600, -3.536902], [2.566412, -3.380028, 2.580968], [-5.061237, -3.946548, -1.499284], [-6.239720, -3.335880, 0.202276], [-3.844888, 5.645478, -4.056439], [-3.653706, -4.381883, -3.074731], [-1.980724, 2.272555, 0.943888], [0.932155, -5.210243, 0.135533], [-1.989786, -1.459287, 0.132547], [4.836961, -3.349690, 3.704251], [4.882210, -1.580687, 1.904049], [-3.447981, 4.253543, 0.776128], [-3.928192, 3.136558, -0.495121], [5.047184, 1.128807, 4.961334], [2.162687, -0.770382, 1.029785], [-2.276325, -0.220375, -2.297480], [0.661001, -5.427758, -1.597864], [-2.501960, 6.642593, -5.885066], [3.189380, -1.150430, 3.919788], [-4.281485, -2.465098, 0.212895], [6.305151, 2.466511, 2.939164], [-2.836381, -3.036382, -1.634281], [4.097323, 0.906670, -0.400215], [1.971550, -4.958661, 0.290474], [3.514976, -1.758827, -1.590668], [-1.081814, -2.376636, -1.855003], [0.321494, 0.158176, 0.200492], [1.653430, 2.461084, 0.713896], [3.510634, 2.380581, 0.319075], [2.136184, -3.304711, 3.584664], [-0.834776, 5.319558, -5.566778], [-4.292790, 2.097971, -2.530656], [0.049765, 1.306298, 6.084720], [0.675184, 3.903769, -5.024559], [-0.232332, 5.758582, -6.354256], [3.342419, 1.974193, -2.724636], [1.178149, -1.172214, -3.508940], [2.618194, -2.035560, -2.149817], [-5.841876, -4.570517, -1.920973], [6.467726, -2.831985, 0.697996], [2.035347, -0.841485, -2.913949], [-2.181639, -0.969989, 1.324625], [-4.426122, -1.922625, 1.138949], [0.840104, 2.237345, 2.017731], [2.881728, -2.843182, -2.841496], [7.246966, -0.329473, -0.142131], [0.768201, 2.268939, 1.050549], [0.946210, 1.834624, -4.366670], [-3.213046, 1.570452, -3.824254], [3.067747, -1.746764, 6.527371], [-4.441255, 0.474466, -3.192226], [1.906738, -2.430718, -1.422856], [-2.105925, 5.820043, -5.303062], [2.372325, -2.240784, 5.842308], [5.722084, -3.022127, -0.079855], [-0.672235, 1.048782, 5.311132], [3.026971, -2.464634, 4.488655], [0.241223, 0.866377, 3.763448], [-1.269615, 1.829237, -1.345764], [2.345663, 3.047445, -1.758484], [-0.995688, 3.616283, 0.397631], [8.220179, -1.183159, 2.070217], [4.177423, 0.941317, 2.669474], [3.703371, -0.605080, 2.469302], [7.464056, -2.850848, 0.246208], [1.363802, 0.746097, -1.960279], [0.664836, -6.132954, 0.627855], [6.256866, -0.368440, 0.319447], [4.416474, 1.839099, 3.765449], [-1.354544, -0.281284, 5.572601], [-0.047543, -3.916175, 0.828750], [4.389883, -3.119221, 4.673410], [-1.025991, -0.041990, 2.985426], [-1.685008, -2.977137, -2.336099], [2.029923, -4.313106, 3.997673], [2.383550, 1.628289, 4.435137], [-0.326731, 4.266287, -4.820863], [-0.636857, -1.038440, 5.874989], [-2.742392, 0.671783, -1.884352], [-1.394751, 1.855750, 5.204570], [-1.112349, -0.134445, 1.713998], [1.500641, -1.596673, 5.713029], [-3.049135, -2.336294, -0.434926], [-3.848930, -3.844187, -2.152852], [3.194949, 3.094353, 5.036906], [6.403380, -3.630137, 1.443237], [4.288561, -4.044690, 5.247694], [0.486743, 1.755292, -3.372606], [-3.721873, 1.249184, -2.912903], [-5.287619, -3.254643, -0.307971]], "forces_ev_per_a": [[-0.082, 0.006, 0.004], [0.042, 0.066, -0.111], [0.038, -0.060, 0.056], [-0.464, 0.804, -0.108], [0.014, 0.069, -0.064], [-0.158, 0.142, 0.028], [0.010, 0.002, 0.080], [-0.120, -0.055, 0.523], [0.038, -0.027, 0.071], [-0.069, 0.053, -0.187], [-0.053, -0.065, -0.017], [0.043, -0.086, 0.099], [0.092, 0.139, -0.033], [0.327, -0.055, 0.501], [-0.140, 0.203, 0.284], [0.043, -0.130, -0.061], [-0.011, -0.069, -0.092], [0.053, -0.018, -0.012], [-0.069, 0.049, 0.083], [0.039, 0.088, -0.030], [0.028, -0.035, -0.076], [-0.034, 0.032, -0.037], [-0.018, 0.003, -0.011], [0.117, -0.138, 0.028], [0.037, -0.016, -0.016], [-0.009, -0.019, 0.143], [0.006, -0.099, 0.115], [0.138, -0.048, -0.002], [-0.024, -0.004, -0.076], [0.132, 0.111, -0.086], [-0.046, 0.008, -0.115], [0.124, -0.056, 0.067], [0.075, 0.005, -0.051], [-0.035, 0.008, 0.106], [0.014, 0.015, 0.015], [0.057, 0.003, -0.025], [0.056, -0.032, -0.003], [-0.015, 0.070, 0.085], [-0.014, 0.139, 0.037], [-0.057, 0.032, -0.012], [0.107, -0.065, -0.225], [-0.017, 0.007, 0.084], [0.162, 0.043, 0.227], [-0.012, -0.006, -0.023], [0.063, 0.041, 0.029], [-0.082, -0.105, 0.048], [0.381, -0.254, 0.132], [-0.072, -0.033, -0.034], [0.000, 0.040, -0.013], [0.015, -0.010, 0.008], [0.143, -0.081, 0.171], [0.018, -0.006, 0.003], [-0.096, 0.057, 0.032], [0.122, 0.026, -0.031], [-0.119, 0.123, -0.054], [0.127, 0.022, -0.003], [-0.032, 0.007, 0.007], [0.026, 0.092, 0.058], [-0.537, -0.211, 0.620], [0.068, -0.109, 0.081], [-0.005, -0.057, -0.013], [-0.092, -0.028, -0.008], [-0.013, -0.031, 0.029], [0.025, -0.043, -0.007], [-0.005, -0.023, 0.049], [-0.072, 0.025, 0.014], [-0.031, -0.023, 0.045], [-0.066, 0.049, 0.036], [0.085, 0.027, -0.044], [0.026, 0.134, -0.139], [0.046, 0.028, 0.034], [-0.004, -0.159, -0.120], [-0.173, -0.633, 0.408], [0.370, 0.199, 0.030], [0.004, -0.012, -0.041], [0.035, -0.028, -0.079], [-0.025, 0.077, 0.062], [-0.050, 0.013, 0.019], [0.174, 0.075, -0.096], [-0.108, 0.077, 0.141], [-0.015, -0.018, 0.051], [-0.062, -0.025, -0.044], [0.017, 0.048, -0.001], [-0.006, 0.000, -0.042], [0.075, -0.052, -0.001], [-0.048, 0.064, 0.081], [0.086, 0.005, 0.072], [-0.034, 0.043, -0.031], [0.019, 0.089, -0.190], [-0.100, -0.276, -0.052], [0.396, -0.085, -0.368], [0.061, 0.037, -0.032], [-0.137, 0.076, 0.012], [-0.093, -0.014, 0.037], [0.241, 0.129, 0.019], [-0.336, -0.105, -0.349], [-0.091, -0.015, 0.041], [-0.084, 0.641, -0.755], [0.011, -0.111, 0.078], [-0.023, 0.054, -0.034], [-0.123, -0.209, 0.075], [-0.118, 0.084, 0.054], [-0.076, -0.075, -0.014], [0.122, -0.009, -0.088], [-0.312, 0.037, -0.133], [-0.156, -0.068, -0.029], [-0.021, 0.080, -0.037], [0.371, 0.220, 0.042], [0.023, 0.001, -0.028], [0.070, -0.035, 0.071], [-0.211, -0.186, -0.048], [-0.049, 0.009, 0.063], [-0.387, -0.385, -0.113], [-0.013, -0.052, 0.022], [0.188, 0.013, -0.010], [-0.120, -0.050, -0.004], [-0.016, 0.003, -0.071], [0.013, 0.062, -0.075], [0.006, 0.068, -0.040], [0.400, -0.157, -0.671], [0.007, -0.102, 0.049], [0.033, -0.019, -0.044]], "mulliken_charge": [0.47, -0.06, -1.34, -0.16, 0.26, 1.86, 0.42, 0.37, 0.31, -0.33, 0.30, 0.16, 0.05, -1.02, -0.36, 0.02, 0.40, 0.46, -1.13, 0.45, 0.53, 0.64, 0.31, 0.51, 0.06, -1.48, -1.40, 0.17, 0.48, -1.86, 0.48, 0.04, 0.30, 0.12, -0.33, 0.43, 0.41, 0.48, 0.14, -0.39, -0.04, 0.12, 0.28, 0.42, 0.29, -1.34, 1.86, 0.02, -0.16, 0.39, 0.80, -0.55, 0.36, 0.31, -0.56, 0.09, -0.14, 0.10, -0.49, 0.14, 0.12, -1.24, -0.80, 0.21, 0.40, 0.34, 0.38, 0.66, 0.48, -0.53, 0.39, -1.78, -0.85, -0.77, 0.50, 0.11, 0.44, 0.62, -0.80, 0.33, 0.31, 0.41, 0.45, -0.01, -0.43, -1.65, 0.27, -0.91, 1.68, 0.16, 0.58, 0.36, 0.44, 0.52, 1.25, -3.05, 0.41, 0.85, 0.46, -1.16, 1.73, -0.48, 0.04, -1.60, -0.78, -0.74, 0.53, -0.28, -0.72, 0.17, 0.16, 0.44, 1.33, -0.05, 0.44, -0.79, 0.52, 0.34, 0.52, -0.35, -1.28, -0.97]}